C5H6O | wB97M-V/def2-TZVPD

Output
Energy: -269.144765 hartree
Molar mass: 82.1 g/mol
ΔE to the lowest compared entry with this formula, charge and spin: 126.4 kcal per mole
E_HOMO: -9.045 eV
Orbital gap: 10.055 eV
E_LUMO: 1.0 eV

Element x y z (Å)
C -1.258 0.180 -0.806
C -1.402 -1.249 -0.337
C 1.660 1.250 2.010
C 1.624 1.155 0.788
C 0.003 -0.140 -1.027
O 0.042 -1.278 -0.259
H -1.926 0.886 -1.368
H -1.686 -2.001 -1.152
H 1.735 1.322 3.013
H -1.652 -1.459 0.730
H 1.849 1.060 -0.198
H 1.010 0.273 -1.394

C5H12N2 | wB97M-V/def2-TZVPD

Output
Total charge: +2
Energy: -306.568407 hartree
Molar mass: 100.2 g/mol
ΔE to the lowest compared entry with this formula, charge and spin: 1.6 kcal per mole
E_HOMO: -18.118 eV
Orbital gap: 9.929 eV
E_LUMO: -8.2 eV

Element x y z (Å)
C 1.292 -1.783 -0.787
C 0.815 -0.328 -0.888
C 0.385 0.308 0.417
C -0.569 1.240 0.381
N -1.019 1.702 1.671
C -2.133 2.315 1.847
N 0.987 -2.615 -2.015
H 2.356 -1.862 -0.552
H 0.694 -2.270 0.001
H 1.665 0.202 -1.333
H -0.035 -0.248 -1.566
H 0.753 -0.046 1.373
H -1.055 1.717 -0.450
H -0.537 1.457 2.530
H -2.418 2.679 2.831
H -2.757 2.573 0.996
H 0.131 -2.281 -2.465
H 1.691 -2.500 -2.749
H 0.893 -3.603 -1.772

C38H37N5PdSb2 | wB97M-V/def2-TZVPD

Output
Total charge: +2
Energy: -2351.826221 hartree
Molar mass: 913.7 g/mol
ΔE to the lowest compared entry with this formula, charge and spin: 2.5 kcal per mole
E_HOMO (spin up / spin down): -13.695 / -13.695 eV
Orbital gap (spin up / spin down): 6.527 / 6.528 eV
E_LUMO (spin up / spin down): -7.2 / -7.2 eV

Element x y z (Å)
Pd -0.248 1.032 1.091
C -1.870 -1.935 3.453
Sb -0.308 -0.561 3.113
C -0.390 0.708 4.803
C 1.423 -1.744 3.384
H -1.650 -2.493 4.364
H -1.957 -2.628 2.618
H -2.803 -1.392 3.571
H -1.078 0.253 5.516
H -0.754 1.697 4.539
H 0.601 0.790 5.247
H 1.597 -1.840 4.456
H 2.288 -1.286 2.913
H 1.255 -2.733 2.960
C 3.258 -1.583 -0.214
C 2.029 -1.123 0.198
N 1.629 0.149 0.043
C 2.481 0.981 -0.557
C 3.736 0.614 -1.031
C 4.138 -0.697 -0.822
C 4.618 1.608 -1.671
C 4.368 2.399 -2.715
C 3.205 2.457 -3.610
C 3.201 3.377 -4.656
C 2.096 3.394 -5.491
N 1.076 2.554 -5.332
C 1.187 1.695 -4.326
N 2.178 1.611 -3.451
H 3.524 -2.620 -0.065
H 1.314 -1.794 0.653
H 2.157 2.001 -0.697
H 5.114 -1.035 -1.148
H 5.609 1.691 -1.234
H 5.163 3.083 -2.994
H 4.027 4.058 -4.812
H 2.028 4.095 -6.315
H 0.374 0.985 -4.207
N 0.453 7.308 -2.770
C 0.338 6.317 -2.197
C 0.189 5.079 -1.486
C -0.545 4.039 -2.046
C -0.662 2.857 -1.340
N -0.088 2.679 -0.145
C 0.621 3.685 0.393
C 0.784 4.899 -0.239
H -1.012 4.137 -3.017
H -1.218 2.028 -1.751
H 1.086 3.496 1.351
H 1.364 5.684 0.224
C -4.883 2.954 -2.995
C -4.421 1.683 -3.313
C -3.792 0.912 -2.344
C -3.633 1.417 -1.055
C -4.094 2.693 -0.736
C -4.721 3.458 -1.708
Sb -2.708 0.255 0.422
C -3.859 0.734 2.131
C -3.526 1.887 2.840
C -4.229 2.235 3.985
C -5.269 1.429 4.430
C -5.607 0.280 3.725
C -4.904 -0.069 2.579
C -3.191 -1.738 0.030
C -4.508 -2.053 -0.301
C -4.860 -3.375 -0.529
C -3.901 -4.378 -0.441
C -2.584 -4.063 -0.129
C -2.228 -2.741 0.101
H -5.377 3.552 -3.750
H -4.554 1.291 -4.313
H -3.439 -0.081 -2.602
H -3.988 3.087 0.268
H -5.094 4.443 -1.459
H -2.719 2.525 2.497
H -3.968 3.135 4.527
H -5.818 1.699 5.323
H -6.419 -0.349 4.066
H -5.174 -0.978 2.057
H -5.263 -1.278 -0.387
H -5.882 -3.624 -0.782
H -4.180 -5.407 -0.626
H -1.837 -4.843 -0.075
H -1.194 -2.497 0.327

C27H22Co2NO7 | wB97M-V/def2-TZVPD

Output
Total charge: -1
Energy: -4388.940576 hartree
Molar mass: 590.3 g/mol
ΔE to the lowest compared entry with this formula, charge and spin: 28.6 kcal per mole
E_HOMO: -3.402 eV
Orbital gap: 5.376 eV
E_LUMO: 2.0 eV

Element x y z (Å)
C 1.725 4.800 0.470
C 2.814 3.985 0.710
C 2.626 2.672 1.079
C 1.342 2.144 1.238
C 1.183 0.738 1.539
C 0.019 0.144 1.896
N -0.194 -1.225 1.918
C -1.579 -1.728 1.998
C -1.605 -3.140 2.582
O -0.757 -4.018 1.852
C 0.595 -3.575 1.831
C 0.736 -2.162 1.267
C 0.255 2.994 1.015
C 0.447 4.308 0.631
H 1.876 5.819 0.141
H 3.812 4.377 0.601
H 3.478 2.034 1.231
H 2.053 0.124 1.396
H -0.833 0.752 2.143
H -2.182 -1.040 2.603
H -2.001 -1.732 0.987
H -1.278 -3.146 3.628
H -2.612 -3.574 2.561
H 0.987 -3.644 2.853
H 1.154 -4.307 1.236
H 0.530 -2.160 0.192
H 1.762 -1.814 1.403
H -0.743 2.609 1.098
H -0.403 4.944 0.436
O 1.030 -1.135 5.594
C 1.738 -0.412 6.114
Co 2.820 0.786 6.889
C 1.779 1.707 8.054
O 1.092 2.295 8.745
C 4.175 0.020 7.824
O 5.028 -0.464 8.402
C 3.901 1.522 5.313
C 2.795 2.415 5.637
C 1.500 2.243 4.945
C 0.438 3.105 5.168
C -0.908 2.734 4.887
C -1.941 3.551 5.250
C -1.688 4.764 5.874
C -0.388 5.176 6.135
C 0.652 4.364 5.790
Co 4.641 3.287 5.988
C 6.106 2.598 6.884
O 6.997 2.162 7.443
C 3.819 4.421 7.154
O 3.243 5.120 7.842
C 4.969 4.162 4.451
O 5.128 4.710 3.464
H 4.149 1.529 4.243
H 1.330 1.302 4.448
H -1.102 1.753 4.487
H -2.958 3.200 5.131
H -2.509 5.378 6.196
H -0.200 6.100 6.660
H 1.653 4.650 6.059